The following is a DFT calculation (ωB97M-V/def2-TZVPD) of a molecular structure, C3H7NOSi at a distorted geometry.

Summary:
ΔE to the lowest compared entry with this formula, charge and spin in eV: 2.446
LUMO in eV: 0.133
HOMO-LUMO gap in eV: 9.6

Geometry as ORCA input:
```
! wB97M-V def2-TZVPD RIJCOSX def2/J DEFGRID3
* xyz 0 1
C -0.73 -0.67 -0.27
C -1.51 -0.14 0.81
C -0.45 0.75 1.44
N 0.36 0.13 -0.25
O -1.01 -1.63 -0.99
Si 1.77 -0.11 -1.36
H -2.25 0.52 0.25
H -2.02 -0.75 1.54
H -0.60 1.78 1.29
H 0.33 0.46 2.16
H 2.59 1.26 -1.37
H 1.02 -0.39 -2.51
H 2.52 -1.21 -0.74
*
```


The following is a DFT calculation (ωB97M-V/def2-TZVPD) of a molecular structure, C3H7NOSn at a distorted geometry.

Summary:
ΔE to the lowest compared entry with this formula, charge and spin in eV: 1.769
LUMO in eV: -12.583
HOMO-LUMO gap in eV: 4.8

Geometry as ORCA input:
```
! wB97M-V def2-TZVPD RIJCOSX def2/J DEFGRID3
* xyz 2 1
Sn 3.46 -2.10 -0.89
C 0.09 1.71 -1.01
C 0.16 0.35 -0.39
O 1.10 -0.38 -0.69
N -0.69 0.03 0.57
C -0.76 -1.32 1.21
H -0.65 2.46 -0.74
H 0.02 1.55 -2.09
H 1.14 2.02 -1.00
H -1.51 0.55 0.87
H -0.17 -2.04 0.64
H -1.81 -1.62 1.28
H -0.37 -1.19 2.22
*
```


The following is a DFT calculation (ωB97M-V/def2-TZVPD) of a single C3H7NS molecule at a distorted geometry.

Summary:
ΔE to the lowest compared entry with this formula, charge and spin in eV: 1.316
LUMO in eV: 0.971
HOMO-LUMO gap in eV: 9.4
SMILES string: C=NSCC

Geometry as ORCA input:
```
! wB97M-V def2-TZVPD RIJCOSX def2/J DEFGRID3
* xyz 0 1
C -2.86 0.33 -0.71
N -1.67 -0.12 -0.75
S -0.51 0.89 0.02
C 0.87 -0.27 -0.16
C 2.07 -0.09 0.78
H -3.45 -0.21 -1.42
H -3.22 1.03 0.00
H 1.16 -0.27 -1.16
H 0.46 -1.27 0.07
H 1.88 -0.37 1.85
H 2.29 0.99 0.89
H 2.97 -0.64 0.58
*
```


The following is a DFT calculation (ωB97M-V/def2-TZVPD) of a single C3H7NS molecule at a distorted geometry.

Summary:
ΔE to the lowest compared entry with this formula, charge and spin in eV: 2.496
LUMO in eV: 0.996
HOMO-LUMO gap in eV: 9.9
SMILES string: C[C@@H]1CN1S

Geometry as ORCA input:
```
! wB97M-V def2-TZVPD RIJCOSX def2/J DEFGRID3
* xyz 0 1
C 1.21 -0.99 0.08
C -0.05 -0.24 -0.44
C -0.35 1.22 -0.14
N -1.13 -0.01 0.49
S -2.77 -0.06 -0.12
H 1.47 -0.49 1.05
H 1.96 -0.92 -0.81
H 0.76 -1.91 0.13
H -0.45 -0.44 -1.35
H 0.09 1.92 0.61
H -0.88 1.86 -0.77
H -3.33 -0.64 0.96
*
```


The following is a DFT calculation (ωB97M-V/def2-TZVPD) of a single C3H7NS molecule at a distorted geometry.

Summary:
Expectation value of S²: 2.006
ΔE to the lowest compared entry with this formula, charge and spin in eV: 0.436
LUMO (alpha / beta) in eV: 0.935 / -1.997
HOMO-LUMO gap (alpha / beta) in eV: 6.2 / 7.8

Geometry as ORCA input:
```
! wB97M-V def2-TZVPD RIJCOSX def2/J DEFGRID3
* xyz 0 3
C 0.68 -0.02 0.21
C -0.32 1.14 0.17
C 0.03 -1.37 -0.18
N 1.78 -0.16 1.10
S 2.30 0.09 -0.60
H 0.17 2.07 0.45
H -1.25 0.76 0.70
H -0.60 1.20 -0.85
H -1.08 -1.35 -0.08
H 0.27 -2.30 0.38
H 0.15 -1.63 -1.25
H 1.92 0.81 1.58
*
```


The following is a DFT calculation (ωB97M-V/def2-TZVPD) of a single C3H7NS2 molecule at a distorted geometry.

Summary:
ΔE to the lowest compared entry with this formula, charge and spin in eV: 3.003
LUMO in eV: -0.209
HOMO-LUMO gap in eV: 7.8
SMILES string: CN(C)SC=S

Geometry as ORCA input:
```
! wB97M-V def2-TZVPD RIJCOSX def2/J DEFGRID3
* xyz 0 1
C -1.08 -0.15 1.21
N -0.32 0.68 0.28
C -0.81 0.44 -1.03
S 1.20 1.25 0.45
C 2.31 -0.49 -0.05
S 3.90 -0.67 -0.10
H -2.05 0.02 0.99
H -0.69 -1.16 1.04
H -0.85 0.06 2.21
H -0.38 1.06 -1.95
H -0.91 -0.59 -1.37
H -1.89 0.76 -1.19
H 1.58 -1.21 -0.48
*
```